Molecular formula: C4H6N2O
Method: DFT, ωB97M-V/def2-TZVPD

LUMO level = 0.8 eV
orbital gap = 10.212 eV

Last column: Löwdin charge in e.
Geometry (Å):
1 C 2.787 -0.717 -0.718  -0.146
2 O 2.617 0.475 -0.767  -0.011
3 C -0.328 -0.153 -0.343  -0.195
4 N -0.897 -1.052 0.445  0.022
5 N -1.850 -0.365 1.088  -0.053
6 C -1.902 0.940 0.729  -0.118
7 C -0.905 1.126 -0.200  -0.072
8 H 3.625 -1.211 -1.243  0.083
9 H 2.099 -1.383 -0.163  0.077
10 H 0.461 -0.465 -1.010  0.064
11 H -2.439 -0.851 1.743  0.145
12 H -2.645 1.612 1.136  0.109
13 H -0.623 2.044 -0.696  0.095


Molecular formula: C36H61KN8O4PSSeSi
Method: DFT, ωB97M-V/def2-TZVPD

charge = -1
LUMO level = 1.8 eV
orbital gap = 6.713 eV

Last column: Löwdin charge in e.
Geometry (Å):
1 K -0.104 -1.403 0.713  0.621
2 C 1.199 -0.661 4.664  -0.039
3 C 0.349 -1.891 4.483  -0.396
4 C -0.147 -2.569 5.582  -0.089
5 C -0.942 -3.693 5.331  -0.103
6 C -1.196 -4.086 4.046  -0.050
7 C -0.644 -3.363 2.931  -0.491
8 N 0.117 -2.250 3.217  0.045
9 N -0.841 -3.676 1.661  -0.145
10 Si -1.733 -4.954 0.987  0.339
11 C -1.574 -4.859 -0.876  -0.186
12 C -1.120 -6.663 1.505  -0.182
13 C -3.578 -4.860 1.401  -0.181
14 H 2.260 -0.894 4.539  0.081
15 H 1.071 -0.221 5.653  0.074
16 H 0.944 0.086 3.910  0.047
17 H 0.072 -2.231 6.586  0.091
18 H -1.367 -4.257 6.155  0.097
19 H -1.810 -4.956 3.855  0.075
20 H -0.521 -4.871 -1.167  0.025
21 H -2.003 -3.935 -1.273  0.012
22 H -2.072 -5.701 -1.365  0.025
23 H -0.068 -6.785 1.237  0.025
24 H -1.692 -7.440 0.989  0.020
25 H -1.209 -6.839 2.579  0.011
26 H -4.047 -4.025 0.872  0.015
27 H -3.753 -4.714 2.469  0.014
28 H -4.099 -5.773 1.098  0.021
29 N 3.479 -2.199 1.346  0.108
30 C 3.960 -0.893 1.184  -0.337
31 C 5.199 -0.637 0.594  -0.041
32 C 5.596 0.666 0.347  -0.064
33 C 4.780 1.739 0.686  -0.286
34 C 3.558 1.490 1.289  -0.063
35 C 3.152 0.186 1.531  -0.049
36 S 5.241 3.401 0.216  0.406
37 O 6.559 3.621 0.776  -0.351
38 O 5.216 3.337 -1.250  -0.381
39 O 4.184 4.246 0.763  -0.370
40 H 4.191 -2.909 1.417  0.085
41 H 2.770 -2.310 2.060  0.068
42 H 5.838 -1.464 0.304  0.106
43 H 6.548 0.857 -0.135  0.119
44 H 2.936 2.338 1.541  0.089
45 H 2.196 -0.058 1.971  0.070
46 C -3.242 -1.059 1.841  -0.100
47 N -2.447 0.054 2.351  -0.300
48 C -2.383 0.115 3.800  -0.081
49 P -1.995 1.255 1.308  0.502
50 O -1.178 0.730 0.183  -0.384
51 N -3.420 1.943 0.805  -0.292
52 C -4.661 1.916 1.547  -0.113
53 C -3.339 3.006 -0.181  -0.105
54 N -1.148 2.397 2.137  -0.287
55 C 0.298 2.523 2.008  -0.084
56 C -1.775 3.362 3.013  -0.105
57 H -2.773 -2.013 2.094  0.060
58 H -3.327 -0.998 0.755  0.092
59 H -4.254 -1.043 2.263  0.087
60 H -2.018 -0.836 4.191  0.075
61 H -3.371 0.312 4.237  0.084
62 H -1.696 0.897 4.117  0.073
63 H -4.614 1.193 2.357  0.060
64 H -5.493 1.641 0.891  0.088
65 H -4.889 2.900 1.979  0.079
66 H -2.368 2.983 -0.672  0.048
67 H -3.469 3.992 0.284  0.088
68 H -4.116 2.882 -0.942  0.088
69 H 0.649 1.864 1.217  0.061
70 H 0.808 2.276 2.944  0.084
71 H 0.566 3.545 1.727  0.099
72 H -2.849 3.189 3.078  0.067
73 H -1.611 4.382 2.649  0.089
74 H -1.367 3.297 4.028  0.085
75 C -2.147 -1.041 -5.699  -0.119
76 C -1.602 0.375 -5.559  -0.257
77 C -2.303 1.183 -4.470  -0.182
78 C -1.950 0.747 -3.052  -0.154
79 N -0.564 1.025 -2.727  -0.019
80 C 0.412 0.103 -2.545  -0.694
81 Se 0.254 -1.734 -2.714  0.661
82 N 1.541 0.760 -2.207  0.002
83 C 2.859 0.151 -2.053  -0.146
84 C 3.560 -0.143 -3.372  -0.177
85 C 3.838 1.077 -4.252  -0.233
86 C 2.661 1.502 -5.128  -0.096
87 C 1.276 2.123 -2.106  -0.153
88 C 2.092 3.191 -1.768  0.023
89 C 1.495 4.443 -1.760  -0.058
90 C 0.156 4.621 -2.117  -0.086
91 C -0.646 3.549 -2.483  -0.038
92 C -0.062 2.289 -2.452  -0.167
93 H -1.670 -1.565 -6.528  0.070
94 H -3.224 -1.024 -5.889  0.070
95 H -1.961 -1.627 -4.799  0.025
96 H -1.708 0.905 -6.510  0.103
97 H -0.528 0.340 -5.350  0.092
98 H -3.388 1.097 -4.592  0.114
99 H -2.063 2.244 -4.583  0.099
100 H -2.094 -0.325 -2.912  0.081
101 H -2.564 1.263 -2.312  0.107
102 H 2.728 -0.766 -1.479  0.097
103 H 3.453 0.843 -1.462  0.107
104 H 2.993 -0.895 -3.927  0.086
105 H 4.509 -0.608 -3.090  0.114
106 H 4.676 0.832 -4.912  0.102
107 H 4.189 1.906 -3.631  0.104
108 H 2.262 0.649 -5.684  0.071
109 H 2.973 2.256 -5.854  0.069
110 H 1.838 1.934 -4.557  0.055
111 H 3.146 3.084 -1.531  0.075
112 H 2.097 5.295 -1.473  0.111
113 H -0.267 5.618 -2.115  0.097
114 H -1.677 3.693 -2.778  0.102


Molecular formula: C46H46BrCl2IIrN3OS6
Method: DFT, ωB97M-V/def2-TZVPD

charge = -1
spin multiplicity = 2
LUMO level (spin up / spin down) = 0.8 / 1.3 eV
orbital gap (spin up / spin down) = 4.873 / 5.865 eV

Last column: Löwdin charge in e.
Geometry (Å):
1 Ir 0.872 -0.786 0.164  0.816
2 S 0.978 -4.551 6.491  0.489
3 C 0.967 -3.816 5.026  -1.517
4 S 2.390 -3.189 4.265  0.900
5 C 1.634 -2.586 2.808  -1.147
6 C 0.276 -2.700 2.753  -1.138
7 S -0.679 -2.110 1.497  0.532
8 S -0.464 -3.571 4.085  0.894
9 S 2.592 -1.989 1.554  0.568
10 C 3.190 2.491 0.785  -0.060
11 C 3.464 2.088 2.234  -0.348
12 C 4.522 0.978 2.259  -0.074
13 C 2.273 1.692 3.119  -0.121
14 C 2.526 1.781 4.489  -0.053
15 C 1.567 1.498 5.441  -0.073
16 C 0.288 1.156 5.033  -0.036
17 C -0.028 1.066 3.684  -0.121
18 C -1.468 0.789 3.275  -0.376
19 C -2.297 2.082 3.316  -0.042
20 C -2.147 -0.262 4.154  -0.081
21 C 0.984 1.291 2.717  -0.155
22 N 0.636 1.083 1.357  0.021
23 C 0.047 2.016 0.651  -0.210
24 C -0.511 1.694 -0.605  -0.206
25 N -0.577 0.440 -1.026  0.020
26 C -1.422 0.119 -2.121  -0.198
27 C -2.823 0.257 -1.972  -0.152
28 C -3.645 -0.147 -3.019  -0.064
29 C -3.122 -0.640 -4.203  -0.098
30 C -1.748 -0.734 -4.355  -0.036
31 C -0.884 -0.368 -3.328  -0.143
32 C 0.618 -0.415 -3.516  -0.402
33 C 1.170 0.984 -3.811  -0.042
34 C 1.081 -1.398 -4.589  -0.107
35 C -3.452 0.800 -0.692  -0.356
36 C -3.678 -0.330 0.315  -0.066
37 C -4.756 1.558 -0.945  -0.070
38 C -0.966 2.951 -1.240  -0.080
39 C -1.489 3.299 -2.457  0.005
40 C -1.758 4.672 -2.713  -0.065
41 C -1.533 5.657 -1.787  -0.030
42 C -0.994 5.323 -0.514  -0.159
43 C -0.694 6.209 0.557  -0.029
44 C -0.149 5.715 1.715  -0.065
45 C 0.158 4.340 1.897  -0.010
46 C -0.122 3.466 0.881  -0.098
47 C -0.715 3.981 -0.298  -0.080
48 H 4.128 2.813 0.327  0.086
49 H 2.484 3.320 0.727  0.069
50 H 2.805 1.662 0.196  0.027
51 H 3.897 2.964 2.727  0.127
52 H 4.115 0.065 1.830  -0.006
53 H 4.839 0.756 3.281  0.074
54 H 5.398 1.273 1.675  0.082
55 H 3.515 2.096 4.810  0.112
56 H 1.805 1.567 6.496  0.100
57 H -0.474 0.956 5.777  0.109
58 H -1.465 0.422 2.250  0.072
59 H -2.281 2.511 4.322  0.084
60 H -3.337 1.872 3.047  0.074
61 H -1.911 2.828 2.622  0.058
62 H -2.406 0.142 5.138  0.076
63 H -1.502 -1.125 4.303  0.023
64 H -3.067 -0.608 3.677  0.078
65 H -4.722 -0.073 -2.916  0.105
66 H -3.782 -0.930 -5.013  0.101
67 H -1.340 -1.095 -5.292  0.104
68 H 1.045 -0.729 -2.568  0.025
69 H 0.808 1.336 -4.783  0.084
70 H 2.262 0.957 -3.825  0.074
71 H 0.866 1.700 -3.047  0.064
72 H 0.809 -1.054 -5.593  0.075
73 H 0.652 -2.390 -4.428  0.044
74 H 2.168 -1.486 -4.550  0.057
75 H -2.762 1.504 -0.238  0.110
76 H -4.379 -1.069 -0.085  0.079
77 H -4.083 0.069 1.251  0.074
78 H -2.742 -0.840 0.540  -0.004
79 H -5.574 0.881 -1.205  0.070
80 H -4.638 2.286 -1.753  0.080
81 H -5.047 2.099 -0.041  0.078
82 H -1.691 2.562 -3.224  0.113
83 H -2.155 4.944 -3.684  0.100
84 H -1.752 6.693 -2.023  0.106
85 H -0.896 7.269 0.455  0.106
86 H 0.067 6.399 2.527  0.100
87 H 0.601 4.006 2.827  0.115
88 Br 3.735 -4.179 -3.957  0.736
89 C 3.307 -5.591 -2.772  -0.729
90 C 4.055 -6.758 -2.856  -0.144
91 C 3.756 -7.833 -2.034  -0.095
92 C 2.701 -7.745 -1.139  -0.091
93 C 1.966 -6.574 -1.046  -0.152
94 C 2.266 -5.483 -1.855  -0.699
95 I 1.150 -3.725 -1.597  1.030
96 H 4.869 -6.816 -3.567  0.094
97 H 4.348 -8.738 -2.101  0.101
98 H 2.447 -8.587 -0.506  0.103
99 H 1.144 -6.497 -0.347  0.095
100 Cl -2.264 -3.128 -1.416  0.528
101 C -3.559 -3.812 -2.395  -0.988
102 Cl -3.043 -5.280 -3.253  0.496
103 H -3.844 -3.072 -3.131  0.002
104 H -4.377 -4.082 -1.741  0.024
105 O 4.615 0.422 -1.984  -0.558
106 S 3.897 -0.587 -1.202  0.640
107 N 2.465 -0.367 -0.968  -0.636


Molecular formula: C14H22Br2F2IKMgNO3
Method: DFT, ωB97M-V/def2-TZVPD

charge = +1
LUMO level = -7.7 eV
orbital gap = 1.777 eV

Last column: Löwdin charge in e.
Geometry (Å):
1 C 3.428 -0.124 1.440  -0.381
2 C 3.012 -0.419 0.026  -0.619
3 I 2.258 1.418 -0.795  1.097
4 C 2.002 -1.621 -0.096  -0.210
5 N 0.669 -1.195 -0.525  -0.037
6 C 0.441 -1.401 -1.894  -0.567
7 O 1.260 -1.808 -2.659  0.166
8 O -0.815 -1.026 -2.276  0.106
9 C -0.449 -1.570 0.329  -0.374
10 C -1.438 -0.435 0.559  -0.001
11 F -1.140 -2.650 -0.171  0.036
12 H 2.535 0.226 2.079  -0.183
13 H 4.180 0.708 1.377  0.010
14 H 3.928 -0.995 1.866  0.111
15 H 3.911 -0.688 -0.517  0.110
16 H 2.489 -2.325 -0.755  0.125
17 H 2.019 -2.070 0.890  0.022
18 H -0.742 -0.176 -2.729  0.116
19 H -0.075 -1.865 1.303  0.086
20 H -1.867 -0.493 1.556  0.074
21 H -0.912 0.514 0.482  0.068
22 H -2.213 -0.476 -0.195  0.089
23 O 0.370 -5.238 -0.026  -0.344
24 H -0.406 -4.670 -0.115  -0.100
25 Mg 3.244 1.952 2.088  0.941
26 C -2.902 2.957 -4.823  -0.082
27 C -3.684 3.899 -4.170  -0.081
28 C -3.280 4.413 -2.946  -0.087
29 C -2.089 3.991 -2.376  -0.100
30 C -1.306 3.051 -3.031  -0.117
31 C -1.712 2.530 -4.252  -0.100
32 H -3.220 2.556 -5.776  0.107
33 H -4.611 4.234 -4.617  0.107
34 H -3.895 5.144 -2.437  0.105
35 H -1.772 4.395 -1.423  0.097
36 H -0.374 2.719 -2.590  0.059
37 H -1.102 1.794 -4.762  0.102
38 Br 0.292 0.362 6.628  0.654
39 C -0.726 -0.531 5.239  -0.685
40 C 0.111 -1.555 4.523  -0.566
41 Br 1.393 -0.714 3.287  0.894
42 H -1.103 0.241 4.577  0.054
43 H -1.559 -1.016 5.742  0.073
44 H -0.513 -2.192 3.897  0.074
45 H 0.703 -2.170 5.193  0.066
46 F 3.508 -3.301 1.010  -0.791
47 K 2.134 -4.340 1.843  0.877